A molecular structure, C35H30HfN6O6Te at a distorted geometry, computed with the ωB97M-V functional and the def2-TZVPD basis.

Summary:
Orbital gap: 7.02 eV
Highest occupied orbital energy: -0.2728 Ha
Energy above the lowest of the compared OMol25 structures with the same formula, charge and spin: 637.1 kJ/mol
LUMO level: -0.40 eV
Strongest force on any atom: 3.31 eV/A
Total charge: 0

Last column: Löwdin charge in e.
Atoms and positions in Å:
1 Hf -0.23573 1.28265 -0.68369  1.732
2 O -2.39570 -1.02273 -3.62818  0.117
3 C -1.62901 -0.70351 -2.74354  -0.409
4 N -1.16877 0.57952 -2.53543  0.012
5 C -1.11270 1.39394 -3.61833  -0.468
6 O -0.91401 1.08902 -4.77714  0.107
7 C -1.31421 2.83580 -3.23973  -0.176
8 C -2.07048 3.63178 -4.09413  0.019
9 C -2.27268 4.95814 -3.76527  -0.034
10 C -1.67179 5.44149 -2.61260  -0.031
11 C -0.92201 4.57788 -1.83405  -0.090
12 N -0.75226 3.28475 -2.11325  0.040
13 C -1.19399 -1.70344 -1.72755  -0.210
14 C -1.77107 -2.94980 -1.68099  -0.033
15 C -1.05067 -3.98381 -1.01748  -0.118
16 C -0.14096 -3.63698 -0.08222  -0.113
17 C -0.10233 -2.21647 0.28983  -0.347
18 N -0.19659 -1.39082 -0.86146  -0.200
19 H -2.47323 3.18322 -4.98934  0.126
20 H -2.86368 5.60223 -4.39750  0.113
21 H -1.77296 6.47303 -2.31847  0.111
22 H -0.42511 4.94455 -0.94769  0.107
23 H -2.59675 -3.16044 -2.34045  0.120
24 H -1.19388 -5.00456 -1.33438  0.113
25 H 0.52417 -4.33640 0.39747  0.110
26 H 0.73752 -1.90656 0.91351  0.124
27 O -0.88768 4.70091 1.96138  0.078
28 C -0.39075 3.87079 1.22736  -0.598
29 O -0.98009 2.97133 0.53906  -0.150
30 C 1.12744 3.88566 0.94364  -0.140
31 C 2.02136 4.95105 1.06983  0.025
32 C 3.21645 4.93052 0.35989  0.020
33 C 3.52570 3.81684 -0.43098  -0.135
34 C 4.53529 3.72673 -1.48049  -0.022
35 C 4.63096 2.68451 -2.32084  -0.024
36 C 3.84134 1.42129 -2.19515  -0.152
37 C 2.75129 1.54122 -1.14359  -0.222
38 C 2.66430 2.73252 -0.28734  -0.174
39 N 1.48809 2.77286 0.31196  0.107
40 H 1.74114 5.81177 1.65836  0.122
41 H 3.87337 5.78890 0.37363  0.119
42 H 5.17049 4.59206 -1.61430  0.112
43 H 5.36930 2.70412 -3.11173  0.111
44 H 4.52327 0.57571 -2.09978  0.149
45 H 2.55812 0.61954 -0.58644  0.145
46 N 1.69494 1.75800 -2.18409  -0.005
47 C 2.62550 1.12583 -3.16111  -0.225
48 C 2.24564 -0.30731 -3.26346  -0.062
49 C 1.40724 -0.94923 -2.42605  -0.138
50 N 0.83720 -0.53342 -1.24191  -0.139
51 H 1.66978 2.76138 -2.39239  0.128
52 H 2.65145 1.60271 -4.14344  0.151
53 H 2.61687 -0.84611 -4.11895  0.098
54 H 1.15451 -1.96968 -2.71697  0.134
55 O -1.92733 0.59377 0.17042  -0.325
56 C -1.26680 0.48493 1.30924  -0.773
57 O 0.02867 0.51337 1.19987  -0.236
58 H -1.69980 0.96922 2.19568  0.122
59 C -1.02880 -6.04641 6.13147  -0.049
60 C -1.23015 -5.07641 5.00851  -0.270
61 C -1.82783 -5.46681 3.82381  -0.018
62 C -2.07285 -4.56906 2.78980  -0.304
63 C -2.80016 -5.07050 1.58104  -0.073
64 C -1.66311 -3.24310 2.92602  -0.333
65 Te -2.03338 -1.72295 1.39415  1.748
66 C -1.08147 -2.83021 4.13341  -0.310
67 C -0.73840 -1.38325 4.33912  -0.080
68 C -0.87380 -3.74208 5.15336  -0.017
69 H -0.96828 -7.06369 5.75410  0.075
70 H -1.87096 -5.98743 6.82235  0.086
71 H -0.12035 -5.81459 6.68286  0.077
72 H -2.13429 -6.49582 3.70580  0.120
73 H -3.75099 -5.50669 1.88030  0.087
74 H -2.21858 -5.83997 1.07749  0.084
75 H -2.99000 -4.25305 0.88587  0.017
76 H -0.03719 -1.03543 3.57692  0.069
77 H -0.30388 -1.22582 5.32264  0.078
78 H -1.64750 -0.78087 4.26255  0.074
79 H -0.44640 -3.41014 6.08918  0.116

Cartesian forces, eV/Å:
1.676 2.265 -1.733
0.226 -0.067 0.236
-0.440 -0.039 -0.422
-0.451 -0.076 -0.069
0.044 0.182 -0.527
-0.183 0.216 0.218
-0.047 0.357 -0.690
0.161 -0.039 0.080
0.143 -0.188 0.110
0.160 -0.123 -0.024
0.132 0.333 0.255
-0.501 -0.464 -0.396
-0.664 -0.999 -0.319
0.294 0.644 -0.384
0.424 0.068 0.233
-0.192 -0.166 -0.028
0.063 -0.056 0.250
-0.128 -0.236 -0.057
-0.010 -0.016 -0.034
-0.085 0.063 -0.038
0.011 0.093 0.076
-0.104 0.034 0.045
-0.064 0.074 -0.064
-0.012 -0.161 0.049
0.027 -0.115 0.089
-0.261 0.050 -0.064
0.062 0.086 0.052
0.534 0.440 0.298
-0.269 0.011 0.146
-0.335 -0.098 -0.041
-0.304 -0.138 0.145
-0.025 -0.374 -0.192
-0.597 -0.330 0.671
0.278 -0.112 -0.400
0.016 0.276 0.041
-0.042 -0.260 0.008
0.502 0.204 0.139
0.406 0.168 -0.101
0.253 0.313 -0.275
-0.118 0.042 -0.016
0.010 0.107 -0.032
0.119 0.012 -0.060
0.070 0.129 -0.046
-0.049 -0.026 0.038
0.028 0.185 -0.112
-0.206 0.577 0.162
0.204 -0.361 -0.321
-0.131 0.031 0.105
0.578 -0.363 -0.353
0.582 -0.138 -0.094
0.044 -0.233 0.131
-0.069 0.073 0.089
-0.009 -0.165 -0.087
0.037 0.021 0.161
-1.086 -0.192 -0.001
-0.645 0.379 1.961
0.433 -0.404 0.743
0.029 -0.229 -0.184
-0.054 0.043 -0.021
-0.044 0.027 -0.128
0.098 0.103 0.183
0.019 0.204 -0.261
-0.058 0.135 -0.084
0.044 0.477 0.006
-0.578 -2.068 0.981
-0.025 0.263 -0.147
0.023 -0.031 0.043
-0.046 -0.031 -0.095
0.023 -0.112 0.051
0.013 -0.066 0.088
0.044 -0.053 0.078
-0.068 -0.175 -0.063
-0.116 -0.056 -0.031
-0.003 -0.046 -0.121
-0.078 -0.245 -0.083
0.008 0.104 0.060
0.068 0.075 0.051
0.107 0.104 0.041
0.103 0.083 0.080

2 unconnected molecules or ions with the total composition C7H14N2 at a distorted geometry, computed with the ωB97M-V functional and the def2-TZVPD basis.

Summary:
Orbital gap: 9.34 eV
Highest occupied orbital energy: -0.3122 Ha
Energy above the lowest of the compared OMol25 structures with the same formula, charge and spin: 39.6 kJ/mol
SMILES: CCc1c[nH]cn1.CC
LUMO level: 0.85 eV
Strongest force on any atom: 1.84 eV/A
Total charge: 0

Last column: Löwdin charge in e.
Atoms and positions in Å:
1 C 1.95632 -1.51309 -0.57156  -0.167
2 C 2.63250 -0.34777 -1.29968  -0.163
3 H 0.92639 -1.65537 -0.88761  0.041
4 H 2.45193 -2.45304 -0.83686  0.058
5 H 2.00190 -1.48332 0.51736  0.059
6 H 1.97235 0.07239 -2.06503  0.043
7 H 3.50870 -0.69161 -1.82305  0.050
8 H 2.88585 0.49384 -0.65291  0.060
9 C -1.29045 -0.01016 1.79334  -0.186
10 C -2.62667 -0.78807 1.65048  -0.103
11 C -0.81272 0.55003 0.49507  -0.326
12 C -0.29429 1.81235 0.34222  -0.071
13 C -0.64159 0.88505 -1.60818  -0.212
14 N -0.99991 -0.00981 -0.73657  0.099
15 N -0.21622 2.02946 -0.99975  0.052
16 H -1.39586 0.73300 2.58346  0.104
17 H -0.56578 -0.75844 2.13367  0.100
18 H -3.05388 -0.84655 0.65227  0.058
19 H -0.08473 2.48926 1.14189  0.111
20 H -0.61793 0.75216 -2.67288  0.117
21 H 0.26449 2.78569 -1.46085  0.147
22 H -3.41295 -0.25624 2.21500  0.065
23 H -2.58745 -1.78977 2.09016  0.065

Cartesian forces, eV/Å:
0.233 -0.770 -0.226
-0.626 0.280 -0.001
-0.128 0.230 0.219
0.059 0.078 -0.005
-0.093 0.347 -0.034
-0.001 -0.117 0.053
0.505 0.062 -0.061
0.137 -0.167 0.092
-0.219 -1.784 -0.402
-0.942 0.581 0.836
-0.072 1.498 0.236
-0.470 -0.857 0.621
0.407 0.285 0.177
-0.556 -0.648 0.000
0.444 0.138 -0.581
0.251 0.172 -0.284
0.140 0.236 0.135
0.554 -0.113 -0.240
0.226 0.583 -0.168
-0.059 0.039 -0.181
-0.187 -0.038 0.081
0.258 -0.172 -0.032
0.136 0.136 -0.235

A molecular structure, C2H4N2O3S at a distorted geometry, computed with the ωB97M-V functional and the def2-TZVPD basis.

Summary:
Orbital gap (spin up / spin down): 8.85 / 8.85 eV
Highest occupied orbital energy (spin up / spin down): -0.3514 / -0.3515 Ha
Energy above the lowest of the compared OMol25 structures with the same formula, charge and spin: 535.8 kJ/mol
LUMO level (spin up / spin down): -0.71 / -0.71 eV
Strongest force on any atom: 3.80 eV/A
Total charge: 0

Last column: Löwdin charge in e.
Atoms and positions in Å:
1 C -0.57045 -1.62394 -1.34693  -0.048
2 C 0.80024 0.66252 1.85428  -0.241
3 N 0.28133 -0.85557 -0.85056  -0.103
4 N -0.40643 1.12774 1.32295  0.012
5 O -1.41623 1.00087 -1.54603  -0.318
6 O 0.98084 1.54402 -1.25131  -0.315
7 O -0.31656 -0.15821 1.81376  -0.085
8 S -0.17647 0.80015 -0.86800  0.706
9 H -0.33618 -2.67697 -1.43755  0.088
10 H -1.53573 -1.27149 -1.70522  0.082
11 H 1.61419 0.41832 1.17717  0.104
12 H 1.08146 1.03256 2.83743  0.118

Cartesian forces, eV/Å:
-0.856 -0.480 -0.424
1.701 -0.042 0.343
0.772 1.023 0.571
-0.990 0.479 -3.633
-0.501 -0.029 0.090
0.231 0.000 -0.064
-0.588 -1.276 0.783
0.313 0.529 2.392
0.097 -0.160 0.064
-0.110 -0.040 -0.084
-0.028 -0.057 0.039
-0.042 0.053 -0.075

5 unconnected molecules or ions with the total composition C3H13NO3 at a distorted geometry, computed with the ωB97M-V functional and the def2-TZVPD basis.

Summary:
Orbital gap: 3.15 eV
Highest occupied orbital energy: -0.2803 Ha
Energy above the lowest of the compared OMol25 structures with the same formula, charge and spin: 760.5 kJ/mol
LUMO level: -4.48 eV
Strongest force on any atom: 1.31 eV/A
Total charge: 0

Last column: Löwdin charge in e.
Atoms and positions in Å:
1 C 3.53083 -0.21909 0.18736  0.173
2 C 2.26818 0.26293 0.40603  -0.213
3 N 1.24904 -0.14782 -0.33568  0.018
4 C -0.02647 -0.16575 0.25827  -0.138
5 H 3.63526 -0.97076 -0.58632  0.064
6 H 4.31914 0.01386 0.88520  0.077
7 H 2.03480 0.93112 1.23400  0.122
8 H 1.96668 -1.76475 -3.26846  0.035
9 H -0.15474 0.70732 0.91093  0.077
10 H -0.14167 -1.09348 0.81410  0.118
11 H -0.81297 -0.10402 -0.50338  0.068
12 H -1.83990 0.74157 3.19908  0.002
13 H -2.86218 1.16731 2.23657  -0.108
14 O -2.51246 1.43545 3.12278  -0.155
15 H -2.84705 0.41002 0.94087  0.093
16 H 1.83276 -1.18756 -1.81522  -0.020
17 O 2.42712 -1.64585 -2.43551  -0.084
18 H -4.50112 0.25928 -0.38826  -0.046
19 H -4.28670 0.87349 -1.76270  0.023
20 O -4.95218 0.41897 -1.23042  -0.105

Cartesian forces, eV/Å:
-0.686 -0.151 -0.077
-0.228 0.706 0.167
0.190 -1.163 0.050
0.027 1.152 -0.612
0.404 0.182 -0.124
0.146 -0.028 -0.068
0.230 -0.052 0.236
-0.124 0.053 0.035
-0.249 -0.152 0.598
-0.122 -0.144 0.121
-0.164 -0.363 0.056
-0.083 0.277 0.405
-0.150 0.366 0.175
0.312 -0.542 -0.346
0.306 -0.050 -0.439
-0.126 -0.004 -0.383
0.266 -0.100 0.175
0.013 0.050 -0.042
-0.165 -0.077 0.128
0.201 0.039 -0.056

3 unconnected molecules or ions with the total composition C22H41N4 at a distorted geometry, computed with the ωB97M-V functional and the def2-TZVPD basis.

Summary:
Orbital gap: 9.24 eV
Highest occupied orbital energy: -0.4569 Ha
LUMO level: -3.20 eV
Strongest force on any atom: 2.19 eV/A
Total charge: +1

Last column: Löwdin charge in e.
Atoms and positions in Å:
1 C 0.28948 -0.52332 1.36869  -0.023
2 C -1.00292 0.03277 0.85902  -0.257
3 C -1.83086 -0.65300 0.03119  -0.035
4 C -2.98373 -0.13415 -0.45686  -0.052
5 C -3.32851 1.13175 -0.09778  -0.054
6 C -2.50651 1.82931 0.72990  -0.234
7 C -2.87036 3.26216 1.09928  -0.007
8 N -2.53211 4.14970 -0.04665  0.023
9 N -3.39723 4.60833 -0.96847  0.162
10 C -2.67024 5.30845 -1.83855  -0.101
11 N -1.41880 5.33115 -1.51592  0.188
12 C -1.33073 4.59426 -0.36674  -0.333
13 N -0.16684 4.36637 0.29496  0.179
14 C -1.35210 1.30375 1.21845  -0.013
15 H 0.18669 -1.51553 1.79585  0.092
16 H 0.67856 0.11814 2.15282  0.066
17 H 1.02862 -0.51801 0.57054  0.089
18 H -1.55651 -1.65525 -0.27004  0.120
19 H -3.60809 -0.69952 -1.12642  0.113
20 H -4.23357 1.60340 -0.45025  0.113
21 H -3.93760 3.29365 1.28436  0.135
22 H -2.27784 3.58774 1.94068  0.128
23 H -4.38589 4.41323 -0.98631  0.191
24 H -3.03771 5.79621 -2.72402  0.149
25 H 0.51859 3.74923 -0.10286  0.110
26 H 0.09797 4.85586 1.12941  0.119
27 H -0.73641 1.91151 1.86024  0.115
28 C 7.36590 0.84926 3.21228  -0.108
29 C 6.41917 2.00125 3.53677  -0.269
30 C 5.09553 1.54590 4.14946  -0.228
31 C 4.24311 0.64932 3.25034  -0.226
32 C 3.87711 1.25335 1.89632  -0.264
33 C 3.02986 2.51902 2.00718  -0.116
34 H 6.94332 0.17570 2.46492  0.065
35 H 8.30798 1.22825 2.81527  0.072
36 H 7.59025 0.26687 4.10772  0.077
37 H 6.23740 2.59147 2.63375  0.097
38 H 6.91236 2.67229 4.24393  0.106
39 H 4.51783 2.42912 4.43909  0.100
40 H 5.30113 1.00692 5.07865  0.112
41 H 3.32273 0.39447 3.78725  0.107
42 H 4.76087 -0.29846 3.08298  0.105
43 H 3.31570 0.50752 1.32623  0.090
44 H 4.77798 1.46514 1.31612  0.103
45 H 2.10271 2.31889 2.55377  0.061
46 H 2.76493 2.88792 1.01157  0.057
47 H 3.56202 3.31941 2.52186  0.069
48 C -2.13673 -5.05522 -5.56343  -0.107
49 C -2.74809 -3.93134 -4.73215  -0.270
50 C -1.90933 -3.55331 -3.51250  -0.235
51 C -1.72258 -4.67075 -2.48459  -0.228
52 C -3.01695 -5.25369 -1.91967  -0.263
53 C -3.85621 -4.23071 -1.16157  -0.113
54 H -2.05819 -5.98229 -4.99414  0.067
55 H -2.75161 -5.26080 -6.44009  0.071
56 H -1.13829 -4.78297 -5.91110  0.076
57 H -3.75957 -4.21110 -4.42505  0.099
58 H -2.85588 -3.04601 -5.36466  0.103
59 H -2.36485 -2.68260 -3.02739  0.086
60 H -0.92115 -3.22433 -3.84969  0.109
61 H -1.11718 -4.28302 -1.65749  0.103
62 H -1.13539 -5.47913 -2.92754  0.104
63 H -2.75848 -6.06869 -1.23939  0.107
64 H -3.61497 -5.70089 -2.71731  0.102
65 H -3.28451 -3.79840 -0.33580  0.065
66 H -4.74801 -4.69774 -0.74253  0.072
67 H -4.18532 -3.41888 -1.81394  0.059

Cartesian forces, eV/Å:
0.124 0.128 0.084
1.396 -0.017 0.995
0.463 -1.997 -0.689
-0.920 -0.216 -0.776
-1.008 0.544 -0.417
-0.418 2.050 0.659
0.112 -1.093 -0.847
-0.476 -0.394 1.352
-0.069 0.047 -0.126
-0.240 0.292 -0.837
1.018 -0.460 0.837
0.670 1.269 -1.543
-0.192 -0.590 0.523
0.299 0.438 0.335
0.008 -0.215 -0.187
0.091 0.085 0.144
0.112 -0.291 -0.065
0.064 -0.135 0.021
-0.107 -0.203 -0.079
-0.265 -0.104 -0.139
-0.103 0.538 0.136
-0.139 0.290 0.215
-0.035 -0.159 0.305
-0.490 -0.034 0.021
0.065 0.120 -0.192
-0.163 0.104 0.067
0.252 -0.054 0.202
-0.014 0.111 -0.061
0.056 -0.100 0.062
-0.041 0.095 -0.014
0.037 -0.057 0.019
-0.161 -0.005 0.033
0.017 -0.027 -0.128
0.010 -0.022 0.014
0.015 -0.039 0.006
-0.017 -0.030 -0.011
-0.018 0.015 0.013
-0.018 0.034 -0.021
-0.010 -0.017 0.009
0.010 -0.001 -0.001
-0.011 0.003 -0.018
0.007 0.009 0.002
0.051 -0.012 -0.029
0.013 0.000 0.017
0.031 0.018 0.043
0.008 0.024 0.017
-0.023 0.008 0.018
-0.116 0.027 0.014
0.095 -0.002 -0.068
-0.040 0.052 0.052
0.023 -0.050 -0.054
0.067 0.077 0.106
-0.043 -0.073 -0.053
0.023 -0.004 -0.008
0.031 -0.023 -0.013
0.017 -0.025 0.020
0.003 0.015 0.025
-0.036 0.004 0.015
0.007 -0.007 0.009
-0.004 -0.002 -0.017
-0.009 -0.020 0.019
0.009 0.020 -0.012
-0.019 -0.027 -0.028
0.025 0.003 -0.021
-0.012 0.027 0.000
-0.007 0.049 0.029
-0.007 0.008 0.014

C3H3N in the gas phase at a distorted geometry, computed with the ωB97M-V functional and the def2-TZVPD basis.

Summary:
Orbital gap: 11.13 eV
Highest occupied orbital energy: -0.3932 Ha
Energy above the lowest of the compared OMol25 structures with the same formula, charge and spin: 48.7 kJ/mol
SMILES: C=CC#N
LUMO level: 0.43 eV
Strongest force on any atom: 3.36 eV/A
Total charge: 0

Last column: Löwdin charge in e.
Atoms and positions in Å:
1 C 0.97497 -0.42605 0.01702  0.018
2 C 0.02510 0.51336 -0.09995  -0.166
3 C -1.40519 0.07533 -0.16139  -0.223
4 H 1.93853 -0.05665 0.10399  0.038
5 H 0.62323 -1.45149 -0.14010  0.082
6 H 0.35662 1.56167 0.21650  0.123
7 N -2.51326 -0.21618 0.06394  0.127

Cartesian forces, eV/Å:
-3.130 0.002 -1.233
-0.135 0.119 1.366
-0.356 0.744 1.142
1.929 -0.149 0.416
0.968 0.181 0.198
-1.284 -1.309 -1.035
2.008 0.411 -0.853

Question: Which of these has the lowest strongest force on any atom?
Answer: C3H13NO3